No. 1
{"formula": "H35O17", "method": "ωB97M-V with the def2-TZVPD basis set", "elements": ["H", "H", "O", "H", "O", "O", "O", "H", "H", "H", "H", "O", "H", "H", "O", "O", "H", "O", "O", "O", "O", "O", "H", "H", "H", "H", "H", "H", "H", "H", "H", "O", "H", "O", "H", "O", "O", "O", "H", "H", "H", "H", "H", "H", "H", "H", "H", "H", "H", "H", "H", "H"], "coordinates": [[4.08296, -1.15930, 0.86101], [-3.85208, 0.67470, -2.89608], [2.23377, 1.20624, -1.72863], [-1.11442, 0.23881, 1.10264], [0.97364, -0.22871, 0.45032], [-2.44008, 3.51887, -3.26387], [-3.02152, 0.29214, -2.53405], [2.57746, 0.34363, -2.11519], [0.39771, -3.39851, -1.44848], [2.17565, -2.39876, 0.52040], [2.48020, -3.66444, 1.23836], [1.25727, -1.80209, 2.63617], [-2.40415, 0.79504, -3.10336], [3.04129, 1.55440, -2.09986], [-4.02051, 0.21518, -0.10859], [-2.86301, 0.85159, 3.88064], [0.65679, 0.53804, -0.02786], [3.46048, -0.33531, 1.09878], [-0.28968, -3.01077, -0.88833], [2.40191, -3.34310, 0.30677], [1.87207, 2.44410, 1.62909], [-1.33222, -0.40456, 1.77781], [0.71545, 0.50733, -3.19074], [0.04997, -3.90074, 0.49752], [0.72873, 0.42375, 4.11066], [2.77454, 2.44375, -3.94070], [-2.25801, 0.36427, 4.44553], [0.21307, 2.08312, -1.45848], [-2.94402, 4.08897, -2.67972], [0.78262, -2.63807, 2.81231], [-1.15636, 1.66717, -1.33467], [1.86096, 2.00546, -4.07308], [-4.20872, 1.14096, -0.28667], [-0.14420, 0.67378, 3.68228], [-2.58236, 1.77815, 4.07866], [0.32789, -4.75588, 0.88701], [-0.05961, 0.56069, -2.69004], [-0.44340, 1.86647, -0.71644], [0.24164, 1.55352, 3.35221], [-2.33870, -0.00451, 1.95873], [-0.60110, -0.21574, 2.73406], [-0.75976, -0.22088, -2.55160], [2.16764, 3.20161, 1.07773], [1.43360, -1.61816, 1.71812], [1.92832, 0.06198, 0.37362], [0.88323, -5.17354, 0.22751], [3.43985, -0.37581, 2.09180], [1.32093, 2.54381, -4.64363], [-2.67617, 2.68307, -2.83651], [-4.16965, -0.43413, -0.73923], [1.97239, 1.60036, 1.22598], [-1.13081, -3.00788, -1.30086]], "atomic_forces_ev_per_a": [[-2.0, 2.6, 0.6], [0.2, -0.7, 0.5], [2.0, -2.3, -0.4], [1.2, 0.4, -1.0], [2.0, 0.7, -0.1], [-0.4, -0.5, 0.4], [-0.2, 1.3, -1.4], [-1.8, 0.0, 1.1], [-0.5, 0.2, -0.1], [0.4, -1.2, -1.2], [-0.2, -0.2, -1.1], [0.0, -0.3, 2.0], [0.3, -0.7, 0.2], [0.6, 2.1, 0.4], [0.7, 1.5, 3.8], [0.0, 1.2, 0.2], [-1.6, 0.4, -0.8], [2.7, -2.9, 0.6], [1.3, 0.7, 0.5], [0.6, 1.6, 1.5], [-0.2, 2.0, 1.2], [-3.2, 0.9, 1.9], [1.6, -1.1, -1.6], [0.2, -0.7, 0.0], [-1.1, -0.8, -0.3], [-2.5, -0.7, -0.7], [0.1, -0.3, 0.1], [-0.7, -0.4, 1.8], [0.0, 0.8, 0.0], [0.4, 0.5, -0.9], [-0.4, -0.3, 0.5], [2.4, 0.4, 0.2], [-0.2, -0.6, -0.8], [2.8, 0.9, 0.5], [-0.5, -0.9, -0.4], [-0.7, -0.4, 1.0], [-5.3, -1.8, 1.3], [0.7, 1.5, -0.9], [-1.2, -0.8, -0.4], [3.0, -1.6, 0.3], [-1.0, 1.0, -1.4], [3.3, 2.0, -1.0], [-0.2, -1.3, 0.2], [-0.9, 0.0, -0.4], [-0.8, -1.4, 0.3], [0.1, 0.2, 0.0], [-0.1, 0.1, -1.1], [0.0, 0.6, -0.4], [0.4, -0.1, -0.3], [-0.5, -0.9, -2.3], [0.4, -0.5, -1.0], [-1.0, -0.2, -0.9]], "lumo_ev": [-0.08, -0.16], "fmax_ev_per_a": 5.75, "e_tot_ev": -35368.6947, "spin_multiplicity": 2, "orbital_gap_ev": [2.36, 9.86], "s_squared": 0.751}



No. 2
{"formula": "H35O17", "method": "ωB97M-V with the def2-TZVPD basis set", "elements": ["H", "H", "H", "H", "H", "H", "O", "H", "O", "H", "H", "H", "H", "H", "O", "H", "O", "H", "H", "H", "O", "H", "O", "O", "H", "O", "H", "H", "H", "O", "H", "O", "O", "H", "O", "O", "H", "H", "O", "O", "H", "H", "H", "H", "H", "H", "H", "H", "O", "H", "H", "O"], "coordinates": [[0.45570, 3.22049, 4.54735], [-0.13765, 2.60442, -1.71375], [-4.36286, -2.06698, 0.85774], [-3.37854, 2.09687, -0.36153], [-1.13325, 2.70589, -3.02875], [-0.17008, -5.12579, -0.73140], [1.21735, 2.19370, -0.52944], [5.03449, 0.01774, 0.55183], [-1.03506, 2.68975, -2.07575], [2.19631, -1.01403, -1.56262], [-3.79512, 3.14510, -1.69234], [-2.37825, 3.26221, -0.93463], [0.24956, -0.22639, 0.49473], [-1.36929, -2.48967, 3.96079], [-0.70816, -3.91473, -3.79387], [0.07722, -4.20162, -4.26692], [-1.83313, -1.02297, -3.72537], [-2.16237, 1.43097, 5.23393], [-1.56152, -1.31248, -2.84035], [1.12760, 4.66822, 1.59067], [0.36879, -5.08265, 0.09098], [0.00890, 1.81675, 4.29871], [-3.36106, 3.22006, -0.81523], [1.96296, 4.36373, 1.94813], [-2.99910, 0.08455, -0.39507], [-1.36432, 0.90795, 5.15329], [-3.01514, -2.59871, 0.27920], [3.76917, 0.79616, -3.94891], [1.84772, 3.64887, 2.58304], [-1.34551, -1.84153, 3.23649], [1.37532, -0.54883, -2.63432], [0.09178, 2.66880, 3.82865], [4.31011, 0.38553, 0.05003], [4.44770, 1.17268, -0.47720], [-3.41010, -1.92676, 0.85110], [1.25413, -0.81197, -1.70790], [-1.88194, 0.93312, 0.17073], [-1.05127, -4.59233, -3.21252], [4.04034, 0.66540, -3.03989], [3.01651, -2.77256, -0.01324], [-0.95255, -0.97888, 3.51128], [0.26844, -4.11663, -0.00772], [3.11069, -3.47469, 0.63772], [-2.78408, -0.88614, -3.66446], [-1.49838, -0.04281, 5.18014], [-0.76476, -1.25707, 0.41142], [1.28570, 2.56383, 0.35914], [4.98086, 0.80171, -2.89623], [-0.61891, -0.44482, 0.91256], [2.03710, 1.68615, -0.58633], [3.08768, -1.94178, 0.46854], [-2.54973, 0.94219, -0.55245]], "atomic_forces_ev_per_a": [[-0.3, 0.0, -0.6], [0.3, -0.2, -0.6], [0.1, -0.3, -0.1], [1.2, 0.8, -1.5], [0.8, -0.1, 0.0], [0.4, -1.7, 0.4], [0.2, -0.1, 0.4], [0.6, 0.7, -0.3], [-1.0, 0.5, 0.8], [-0.3, -0.3, 0.7], [0.6, 0.2, 0.4], [0.1, 0.1, -1.1], [-0.7, 0.4, 0.5], [0.3, 0.7, -0.1], [-0.3, 0.8, 0.0], [-0.1, -0.4, 0.3], [0.0, 0.2, 0.4], [-0.4, -0.5, 0.0], [0.0, 0.0, -0.5], [-0.3, -0.2, 0.4], [-1.4, 1.5, -1.7], [-0.4, 0.2, -0.4], [-0.9, -1.5, 1.2], [0.8, 0.0, -0.4], [0.1, 0.2, 0.1], [1.0, -0.2, 0.0], [-0.4, -0.1, 0.3], [0.6, 0.2, -0.2], [-0.7, 0.1, 0.0], [0.1, 0.5, 0.3], [-0.8, 0.1, 0.1], [0.8, 0.2, 0.7], [-1.7, -0.7, 0.0], [0.9, -0.1, 0.3], [0.2, 0.5, -0.5], [1.1, 0.1, -0.6], [0.3, -0.4, -0.3], [0.4, -0.5, -0.3], [-0.6, -0.2, 0.9], [-0.1, 0.1, -0.1], [-0.3, -1.3, -0.2], [1.1, 0.2, 1.4], [0.0, 0.0, 0.0], [0.0, -0.1, -0.1], [-0.8, 0.2, 0.3], [-0.5, -0.2, 0.4], [-0.1, 0.4, 0.1], [0.0, 0.0, -0.7], [1.3, 0.3, -1.1], [-0.2, -0.2, -0.4], [0.1, -0.1, 0.1], [-1.3, -0.1, 1.2]], "lumo_ev": -2.90, "fmax_ev_per_a": 2.68, "e_tot_ev": -35368.2820, "spin_multiplicity": 1, "orbital_gap_ev": 10.60, "charge": 1}



No. 3
{"formula": "H35O17", "method": "ωB97M-V with the def2-TZVPD basis set", "elements": ["O", "O", "O", "H", "H", "H", "H", "H", "H", "O", "H", "H", "H", "O", "H", "O", "H", "O", "H", "O", "H", "H", "O", "H", "H", "H", "H", "H", "H", "H", "H", "O", "H", "O", "O", "H", "O", "O", "H", "H", "H", "H", "H", "H", "O", "H", "H", "O", "H", "H", "O", "H"], "coordinates": [[0.39425, 0.80744, -3.45638], [-0.32128, -3.37138, 4.05604], [0.33888, 3.03153, 1.23956], [1.41774, 2.52260, 2.11485], [4.21432, -1.40455, -2.91223], [-0.79026, 0.93016, 5.18589], [-4.18522, 0.50872, -1.58931], [-0.45100, -4.18158, -2.89486], [-3.08052, 2.25059, -0.14855], [3.85331, -1.94416, -2.21344], [-1.79770, -2.55813, 0.30846], [1.44002, 4.60309, -1.08010], [-1.95890, 3.08209, 0.41926], [2.91980, 0.30502, 2.39331], [0.58277, 0.76096, -2.50797], [1.83783, 3.29089, -3.38880], [1.01474, -0.77562, 0.27485], [-1.18911, -1.80844, 0.43093], [2.15691, -2.84282, 0.17099], [1.59488, 2.46591, 3.18201], [-2.28085, -1.73335, -2.49563], [2.31197, -0.33628, 2.00194], [-2.70371, -1.25819, -1.77237], [-4.09318, -4.06272, 0.20243], [1.09952, -3.75866, -3.06200], [1.55895, 0.51627, -0.02059], [0.15718, -3.56951, 3.25102], [-4.61777, 0.53778, -0.16601], [1.58040, 3.22605, -1.70348], [-1.53563, -1.40332, 1.23416], [-0.22696, 1.55246, -3.44217], [-2.47738, 2.96094, -0.38137], [-0.28770, -0.14008, 4.31047], [-0.62804, 0.76627, 4.24568], [-3.51364, -3.29199, 0.24113], [1.68127, 2.43468, -3.82238], [0.72810, 0.15698, 0.33356], [0.28407, -3.67266, -2.56393], [0.61708, 3.32562, 0.27640], [0.00822, 2.13593, 1.02293], [-1.23374, -3.57604, 3.81837], [2.76140, 3.52224, -3.51598], [4.44758, -2.11343, -1.48570], [1.18957, -2.50162, -1.00254], [1.51636, 3.67444, -0.82215], [0.73277, 2.47193, 3.64542], [-1.96406, -0.98461, -1.20246], [2.03454, -2.27242, -0.59418], [3.74394, -0.19341, 2.37668], [-3.51455, -2.99421, -0.68450], [-4.98626, 0.56399, -1.05039], [2.02167, 1.66543, 3.52967]], "atomic_forces_ev_per_a": [[-0.1, 0.7, 0.6], [-0.3, 0.2, 0.0], [0.1, -1.1, -1.2], [-1.0, 0.6, 0.6], [0.9, 0.1, 0.1], [-0.3, 0.3, -0.1], [-0.2, -0.3, -0.3], [0.3, -0.4, -0.6], [-0.3, 0.0, -0.2], [-0.8, -0.2, -0.6], [0.0, 0.0, 0.1], [0.0, 0.0, 0.1], [0.1, 0.3, 0.1], [0.1, -0.6, -0.1], [0.2, -0.5, -0.1], [-0.1, -0.3, 0.0], [-0.8, -0.3, -0.2], [0.1, -0.2, 0.3], [-0.3, -0.3, -0.2], [0.1, 0.0, 0.8], [0.0, 0.2, -0.2], [-0.4, 0.3, 0.0], [0.1, 0.0, -0.2], [0.1, 0.0, 0.3], [-0.3, -0.4, -0.4], [-0.3, 0.5, 0.1], [0.2, -0.1, -0.2], [-0.3, -0.2, 0.4], [0.0, 0.3, 0.2], [0.1, 0.1, 0.0], [-0.2, -0.2, -0.4], [0.3, -0.2, 0.1], [-0.1, 0.0, -0.5], [0.5, -0.2, 0.6], [-0.2, -0.3, -0.6], [0.1, 0.1, 0.0], [1.2, 0.0, -0.2], [0.1, 0.9, 1.1], [0.3, 0.0, 1.2], [-0.2, 0.2, 0.2], [0.0, 0.0, 0.2], [0.1, 0.0, -0.2], [0.5, 0.3, -0.2], [-0.1, -0.5, -0.1], [0.2, 0.2, -0.7], [-0.2, 0.1, -0.4], [-0.1, -0.3, 0.0], [-0.3, 0.5, 1.0], [0.3, 0.3, 0.2], [0.0, 0.5, 0.2], [0.4, 0.3, -0.1], [0.6, -0.4, -0.7]], "lumo_ev": -2.88, "fmax_ev_per_a": 1.62, "e_tot_ev": -35369.6966, "spin_multiplicity": 1, "orbital_gap_ev": 10.24, "charge": 1}